Entry 1:
Below is an isolated ion of composition C6H10N3S2 and charge +1 at a distorted geometry, with properties calculated with ωB97M-V/def2-TZVPD.

```
21
Properties=species:S:1:pos:R:3
H -4.1366 1.7517 0.2500
H 0.5157 -1.5941 1.4244
C 0.1066 1.0357 0.0454
C -1.7423 -0.4474 0.0437
C 0.5193 -1.3574 0.3678
H 3.2457 0.6269 -0.1791
H 0.1491 -2.2621 -0.1923
C 1.8428 -1.0158 -0.2903
H 2.6754 -1.7682 -0.2613
S -2.4776 -1.8573 0.2133
N -0.3321 -0.2370 0.1751
H 1.7467 -0.9927 -1.4268
H 2.3385 0.2610 1.4187
H -4.0544 -0.1730 0.5536
C -3.7765 0.8181 -0.0825
H -4.0327 0.6383 -1.0998
N -2.3045 0.7548 -0.0396
C 2.2991 0.3366 0.2102
H 1.3934 2.4051 0.3094
N 1.3666 1.4214 -0.0837
S -1.2898 2.1168 -0.1436
```

The HOMO-LUMO gap comes out at 0.3134 Ha. The value obtained for the total energy is -32517.4307 eV. Its LUMO energy is -4.0 eV. Its HOMO energy is -12.502 eV. The calculation puts the energy relative to the best compared isomer or geometry (same formula, charge and spin) at 0.0 kcal per mole. As for the net charge: +1.

Löwdin atomic charge list, values in e, 2 entries: 0.072, 0.142

Entry 2:
Below is a 2-piece molecular cluster, C6H10N4O overall, with properties calculated with ωB97M-V/def2-TZVPD.

```
21
Properties=species:S:1:pos:R:3
H -1.3813 2.9413 -2.8009
C -1.3811 -1.5235 -2.6866
H -1.5026 -2.0120 -1.7072
C 0.7477 -1.0541 4.3507
H 0.5315 -2.0644 4.6914
H 0.7286 -1.5167 2.2846
N -0.9877 -0.1432 -2.5014
H 0.9398 2.0947 -1.4678
C -1.0249 1.9340 -2.5752
H 1.2409 0.4367 -0.3686
N 1.2720 1.0153 1.4023
O 1.0971 -0.0076 0.4857
H -2.3354 -1.5219 -3.2252
N 0.1302 0.1828 -1.8806
C 0.1307 1.5098 -1.9133
C 0.8551 -0.7559 3.0589
N -1.7183 0.8617 -2.9364
H -0.6150 -2.0637 -3.2768
C 1.1445 0.6051 2.6050
H 0.8792 -0.2948 5.1169
H 1.2488 1.3763 3.3442
```

The HOMO-LUMO gap comes out at 0.3647 Ha. The SMILES is C=C/C=N\O.Cn1nccn1. The value obtained for the total energy is -14388.6128 eV. Its LUMO energy is 1.0 eV. Its HOMO energy is -8.949 eV. The calculation puts the energy relative to the best compared isomer or geometry (same formula, charge and spin) at 69.5 kcal per mole. As for the net charge: 0.

Löwdin atomic charge list, values in e, 2 entries: 0.103, -0.009

Entry 3:
Below is one molecule with the formula C6H10N4O3 at a distorted geometry, with properties calculated with ωB97M-V/def2-TZVPD.

```
23
Properties=species:S:1:pos:R:3
H 3.6451 0.9618 0.8114
H 2.9755 -1.5673 -1.1009
C 1.1539 -0.4652 -0.2834
H 0.4547 -1.1047 -1.0076
H -1.8662 0.2989 2.1570
H 2.9689 0.2725 -1.6428
N -0.9872 0.8586 -0.6527
C 3.6522 -0.1954 0.5927
N -1.7884 0.1782 0.2508
C -3.1511 0.1035 -0.4016
O -1.5490 -0.3516 1.4631
C 0.4535 1.0281 -0.2026
N -3.0083 0.8485 -1.7104
C 2.7257 -0.4543 -0.7498
H 1.0498 -0.9254 0.8130
C -4.4118 -0.6700 0.3064
H 0.9801 1.8361 -0.8781
N -1.6626 1.2749 -1.7894
H 0.3949 1.4221 0.9225
H 4.7302 -0.6038 0.3666
O -5.7148 -0.0164 0.5094
H 3.1490 -0.8062 1.4845
O -4.1942 -1.9230 0.7420
```

The HOMO-LUMO gap comes out at 0.2535 Ha. The value obtained for the total energy is -18476.1457 eV. Its LUMO energy is -1.6 eV. Its HOMO energy is -8.501 eV. The calculation puts the energy relative to the best compared isomer or geometry (same formula, charge and spin) at 197.1 kcal per mole. As for the net charge: 0.

Löwdin atomic charge list, values in e, 2 entries: 0.081, 0.121

Entry 4:
Below is one molecule with the formula C6H10N4S2 at a distorted geometry, with properties calculated with ωB97M-V/def2-TZVPD.

```
22
Properties=species:S:1:pos:R:3
C 2.4969 -1.2070 0.4993
H -2.0477 0.6857 2.4374
H 1.5596 -1.4011 -1.3724
C -1.5363 0.8846 0.2272
N 1.8103 0.7489 -0.7362
S 0.6319 3.1217 -0.3076
C 0.7595 1.4579 -0.2673
H 3.6181 -1.0904 0.1236
H 2.5041 1.1791 -1.2331
H 2.1412 -2.1307 0.8106
C 1.4938 -0.6308 -0.5527
S -0.6345 -1.9890 -2.2914
C -2.2901 0.3179 1.3903
N 0.2282 -0.6837 0.0415
H -1.8629 1.8857 0.0631
H -2.0820 -0.7095 1.2588
H 2.4322 -0.7325 1.4444
H -3.2748 0.7570 1.1513
N -0.0958 0.6284 0.3570
C -1.0399 -0.9368 -1.2111
N -1.9070 0.0328 -0.9490
H -2.9049 -0.1882 -0.8837
```

The HOMO-LUMO gap comes out at 0.3091 Ha. The SMILES is C[C@@H]1NC(=S)N2[C@H](C)NC(=S)N12. The value obtained for the total energy is -34012.3359 eV. Its LUMO energy is 0.2 eV. Its HOMO energy is -8.176 eV. The calculation puts the energy relative to the best compared isomer or geometry (same formula, charge and spin) at 22.0 kcal per mole. As for the net charge: 0.

Löwdin atomic charge list, values in e, 2 entries: -0.036, 0.117

Entry 5:
Below is a 2-piece molecular cluster, C6H10NO overall at a distorted geometry, with properties calculated with ωB97M-V/def2-TZVPD.

```
18
Properties=species:S:1:pos:R:3
O -1.2079 -2.0358 -0.1515
H -1.4522 -0.2536 -2.4933
H -1.7736 1.4966 -2.7188
H 1.7354 0.6699 1.6374
H -0.0301 2.7264 -1.8220
H -0.4009 -0.0538 2.0002
C 1.3242 -1.6055 1.9126
C -0.0182 2.0028 -1.0141
C 1.6263 -0.3635 1.1972
C -1.6666 0.6298 -2.0336
H 1.4799 -2.4821 1.0955
N -0.6325 0.8921 -1.0959
H 2.1148 -0.5124 0.3072
H 0.5646 2.3084 -0.1390
H 1.3681 -1.9230 2.9092
C -0.5931 -1.3444 0.4967
C 0.1350 -0.7226 1.3973
H -2.5732 0.5708 -1.4851
```

The HOMO-LUMO gap comes out at 0.3270 Ha. The value obtained for the total energy is -9911.2256 eV. Its LUMO energy is -4.5 eV. Its HOMO energy is -13.400 eV. The calculation puts the energy relative to the best compared isomer or geometry (same formula, charge and spin) at 73.1 kcal per mole. As for the net charge: +1.

Löwdin atomic charge list, values in e, 2 entries: 0.365, 0.050